This record from OMol25 describes a single C5H5IN2O2 molecule in a non-equilibrium geometry. The level of theory is ωB97M-V/def2-TZVPD.

```
15
Properties=species:S:1:pos:R:3:lowdin_charge:R:1
C -1.084 0.188 0.260 -0.075
C 0.011 0.229 -0.672 -0.167
C -0.775 0.292 1.600 -0.156
C 1.246 -0.397 -0.654 0.001
C 1.506 -0.040 1.787 -0.752
N 0.429 0.556 2.101 0.041
N 1.654 -1.497 1.922 -0.421
O 0.579 -2.115 1.939 0.068
O 2.757 -1.973 2.102 0.019
I 3.338 0.989 2.013 0.918
H -2.050 0.345 -0.291 0.128
H -0.067 1.195 -1.091 0.093
H -1.534 0.524 2.359 0.126
H 1.376 -1.428 -0.275 0.069
H 2.072 0.006 -1.379 0.109
```

Values from the calculation:
Highest occupied orbital energy (spin up / spin down), eV: -8.88 / -8.88
SMILES: C=C/C=C\N=C(\I)[N+](=O)[O-]
Charge: 0

This record from OMol25 describes a 4-piece molecular cluster, C3H15NO3 overall in a non-equilibrium geometry. The level of theory is ωB97M-V/def2-TZVPD.

```
22
Properties=species:S:1:pos:R:3:lowdin_charge:R:1
C -1.304 0.733 -0.438 -0.031
C -1.406 -0.765 -0.291 -0.413
C -2.841 -1.302 -0.100 -0.061
N -0.794 -1.173 -1.597 0.301
H -2.270 1.032 -0.889 0.104
H -0.935 1.313 0.504 0.114
H -0.675 1.098 -1.235 0.067
H -0.904 -1.319 0.536 0.161
H -3.240 -1.121 0.958 0.129
H -3.635 -1.074 -0.900 0.113
H -2.861 -2.461 -0.038 0.109
H -1.514 -1.254 -2.402 0.201
H -0.305 -2.064 -1.566 0.149
H 2.501 0.621 0.461 -0.085
H 2.856 -0.379 1.551 0.085
O 2.751 0.554 1.309 -0.001
H 2.137 -0.359 -1.987 0.044
H 1.986 1.030 -1.555 0.112
O 2.504 0.186 -1.276 -0.068
H 1.294 1.329 2.111 0.026
H -0.133 2.325 2.154 0.063
O 0.314 1.448 2.273 -0.118
```

Values from the calculation:
2S+1: 2
Highest occupied orbital energy (spin up / spin down), eV: -13.97 / -13.90
<S²>: 0.75
Charge: +1

This record from OMol25 describes a single C2H5OP molecule in a non-equilibrium geometry. The level of theory is ωB97M-V/def2-TZVPD.

```
9
Properties=species:S:1:pos:R:3:lowdin_charge:R:1
C 1.448 -0.637 1.436 -0.355
C -1.204 0.536 -1.130 -0.234
O -0.145 0.454 -0.226 -0.520
P 0.748 -0.956 0.028 0.759
H 2.020 -1.397 2.009 0.030
H 1.633 0.272 2.004 0.027
H -2.128 -0.199 -0.923 0.113
H -0.868 0.341 -2.240 0.102
H -1.505 1.587 -0.957 0.077
```

Values from the calculation:
2S+1: 3
Highest occupied orbital energy (spin up / spin down), eV: -5.98 / -9.75
<S²>: 2.01
Charge: 0

This record from OMol25 describes a 3-piece molecular cluster, C4H13INO2 overall. The level of theory is ωB97M-V/def2-TZVPD.

```
21
Properties=species:S:1:pos:R:3:lowdin_charge:R:1
I -2.923 1.476 -1.911 -0.458
C 0.767 1.972 0.442 -0.074
C 1.186 0.762 -0.373 -0.462
C 0.562 -0.491 0.205 -0.226
O 1.149 -1.623 -0.412 -0.191
C 0.664 -2.823 0.117 -0.136
N 0.842 0.974 -1.781 0.031
H 0.957 1.805 1.508 0.072
H -0.299 2.176 0.326 0.057
H 1.332 2.856 0.146 0.072
H 2.273 0.638 -0.279 0.130
H -0.524 -0.467 0.037 0.115
H 0.737 -0.529 1.292 0.122
H 1.236 -3.646 -0.313 0.080
H -0.392 -2.983 -0.139 0.089
H 0.769 -2.845 1.210 0.082
H -0.172 1.140 -1.777 -0.087
H 0.902 0.068 -2.243 0.059
O -2.964 0.700 1.667 -0.144
H -2.864 1.048 0.765 -0.141
H -3.238 -0.208 1.512 0.011
```

Values from the calculation:
Highest occupied orbital energy, eV: -4.06
Charge: -1

This record from OMol25 describes C3HCdO2 as an isolated structure in a non-equilibrium geometry. The level of theory is ωB97M-V/def2-TZVPD.

```
7
Properties=species:S:1:pos:R:3:lowdin_charge:R:1
C 0.863 0.703 -0.444 0.195
H 1.309 1.063 -1.364 0.119
C -0.021 0.681 0.485 -0.211
O 1.111 -1.150 0.220 0.066
C -0.024 -0.805 0.803 -0.568
Cd -2.105 0.849 -0.338 1.446
O -1.132 -1.342 0.637 -0.047
```

Values from the calculation:
Highest occupied orbital energy (spin up / spin down), eV: -15.02 / -14.38
Charge: +1

This record from OMol25 describes a 6-piece molecular cluster, C46H78BFINO17 overall in a non-equilibrium geometry. The level of theory is ωB97M-V/def2-TZVPD.

```
145
Properties=species:S:1:pos:R:3:lowdin_charge:R:1
C 5.515 -1.412 0.171 -0.103
O 5.537 -0.509 -0.929 -0.189
C 4.375 0.319 -0.925 -0.239
C 3.247 -0.378 -1.695 -0.176
C 1.955 0.491 -1.731 -0.201
C 1.411 0.657 -3.168 -0.202
C 1.067 -0.734 -3.785 -0.189
C -0.290 -0.755 -4.550 -0.192
C -1.181 -1.987 -4.223 -0.182
C -2.637 -1.495 -3.957 -0.173
C -3.436 -2.491 -3.043 -0.114
C -3.488 -1.843 -1.653 -0.138
C -2.616 -2.326 -0.706 0.041
C -2.589 -1.748 0.560 -0.017
B -1.560 -2.362 1.607 -0.624
O -2.054 -2.922 2.764 0.195
O -0.207 -2.414 1.431 0.197
C -3.445 -0.692 0.829 -0.043
C -3.333 -0.069 2.219 -0.330
O -4.170 -0.183 3.069 0.165
N -2.121 0.726 2.511 0.175
C -2.102 1.922 1.749 -0.485
O -1.753 1.997 0.597 0.152
F -2.458 3.058 2.360 0.140
C -4.342 -0.225 -0.123 0.006
C -4.382 -0.805 -1.401 -0.012
C -5.359 -0.291 -2.425 -0.237
O -5.781 -0.925 -3.366 0.124
C -5.807 1.144 -2.266 -0.077
C -6.281 1.876 -3.335 -0.081
C -6.650 3.191 -3.152 -0.669
I -7.378 4.279 -4.829 0.894
C -6.558 3.810 -1.925 -0.123
C -6.111 3.083 -0.835 0.007
C -5.755 1.772 -1.033 -0.093
C -5.283 0.940 0.137 -0.219
O -5.702 1.219 1.245 0.125
H 4.502 -1.567 0.575 0.086
H 6.121 -1.014 0.995 0.067
H 5.926 -2.379 -0.141 0.092
H 4.068 0.557 0.108 0.125
H 4.637 1.280 -1.393 0.117
H 3.030 -1.330 -1.185 0.105
H 3.569 -0.633 -2.712 0.115
H 2.245 1.478 -1.332 0.104
H 1.162 0.088 -1.085 0.099
H 0.566 1.356 -3.198 0.103
H 2.229 1.125 -3.736 0.097
H 1.125 -1.506 -3.007 0.098
H 1.849 -0.948 -4.527 0.106
H -0.797 0.201 -4.367 0.093
H -0.086 -0.782 -5.631 0.107
H -1.251 -2.657 -5.088 0.111
H -0.789 -2.513 -3.345 0.095
H -2.525 -0.549 -3.406 0.103
H -3.172 -1.244 -4.879 0.118
H -2.875 -3.427 -2.935 0.108
H -4.431 -2.701 -3.432 0.104
H -1.950 -3.148 -0.960 0.134
H -2.929 -2.550 2.932 0.098
H 0.016 -2.037 0.571 0.102
H -1.290 0.217 2.214 0.133
H -6.364 1.414 -4.316 0.112
H -6.815 4.853 -1.761 0.106
H -6.021 3.513 0.158 0.132
C 5.863 -1.705 6.578 -0.101
O 7.101 -2.301 6.223 -0.213
C 6.964 -3.291 5.213 -0.199
C 7.346 -2.756 3.848 -0.197
O 6.450 -1.743 3.412 -0.208
C 6.969 -0.437 3.604 -0.116
H 6.078 -0.797 7.140 0.091
H 5.272 -1.441 5.698 0.084
H 5.290 -2.386 7.215 0.090
H 5.946 -3.694 5.202 0.128
H 7.645 -4.109 5.471 0.122
H 7.284 -3.572 3.122 0.127
H 8.376 -2.387 3.849 0.128
H 7.719 -0.214 2.837 0.089
H 7.413 -0.313 4.593 0.084
H 6.146 0.270 3.500 0.091
C 11.415 -1.822 8.609 -0.113
O 10.198 -2.332 9.127 -0.188
C 9.529 -3.196 8.216 -0.206
C 9.763 -4.653 8.557 -0.199
O 11.126 -5.023 8.388 -0.191
C 11.841 -5.060 9.610 -0.115
H 11.983 -1.403 9.439 0.088
H 12.013 -2.601 8.133 0.083
H 11.207 -1.025 7.886 0.088
H 9.831 -2.982 7.187 0.124
H 8.461 -2.984 8.300 0.116
H 9.179 -5.272 7.869 0.121
H 9.427 -4.873 9.575 0.127
H 11.585 -5.967 10.169 0.088
H 11.641 -4.183 10.230 0.083
H 12.905 -5.086 9.377 0.088
C -6.946 -2.869 5.477 -0.112
O -8.321 -2.672 5.192 -0.192
C -8.910 -1.660 5.996 -0.206
C -9.027 -0.347 5.248 -0.210
O -7.752 0.199 4.950 -0.184
C -7.345 -0.042 3.610 -0.109
H -6.515 -3.448 4.660 0.086
H -6.407 -1.923 5.558 0.084
H -6.835 -3.437 6.407 0.087
H -8.348 -1.527 6.925 0.125
H -9.915 -2.005 6.258 0.123
H -9.543 0.377 5.888 0.123
H -9.619 -0.470 4.336 0.125
H -7.879 0.632 2.932 0.088
H -7.523 -1.078 3.307 0.090
H -6.286 0.162 3.536 0.049
C -10.672 2.653 -10.924 -0.111
O -9.493 1.865 -10.958 -0.191
C -8.308 2.641 -10.862 -0.205
C -7.738 2.621 -9.457 -0.203
O -8.603 3.264 -8.531 -0.214
C -9.379 2.348 -7.775 -0.131
H -11.513 1.988 -10.733 0.089
H -10.635 3.406 -10.133 0.083
H -10.822 3.143 -11.891 0.088
H -8.489 3.668 -11.192 0.126
H -7.576 2.194 -11.542 0.125
H -6.796 3.178 -9.453 0.125
H -7.523 1.597 -9.140 0.127
H -8.760 1.889 -6.997 0.066
H -9.820 1.567 -8.397 0.085
H -10.183 2.904 -7.294 0.089
C 3.557 4.172 -3.479 -0.106
O 4.774 3.698 -2.924 -0.204
C 5.848 3.709 -3.854 -0.201
C 6.750 4.910 -3.655 -0.204
O 6.076 6.126 -3.948 -0.191
C 5.626 6.801 -2.786 -0.112
H 2.872 4.382 -2.658 0.091
H 3.699 5.086 -4.058 0.085
H 3.118 3.396 -4.116 0.078
H 5.472 3.672 -4.881 0.127
H 6.433 2.800 -3.678 0.126
H 7.591 4.836 -4.350 0.125
H 7.155 4.928 -2.638 0.127
H 6.468 7.297 -2.290 0.089
H 5.138 6.125 -2.081 0.083
H 4.908 7.561 -3.094 0.089
```

Values from the calculation:
Highest occupied orbital energy, eV: -8.92
SMILES: COCCCCCCCCCc1cc(B(O)O)c(C(=O)NC(=O)F)c2c1C(=O)c1cc(I)ccc1C2=O.COCCOC.COCCOC.COCCOC.COCCOC.COCCOC
Charge: 0